# CH4N2O2

CH4N2O2 in the gas phase at a distorted geometry (the ωB97M-V functional and the def2-TZVPD basis, the Open Molecules 2025 dataset).

Computed properties:
charge	0
HOMO level	-9.06	eV
max |F|	2.0	eV/A
multiplicity	1
SMILES	O/N=C/NO
molecular weight	76.05	Da
E_LUMO	0.030	Ha
energy relative to the best compared isomer or geometry (same formula, charge and spin)	3.491	eV
gap between HOMO and LUMO	9.9	eV

Each line ends with the natural charge from an NBO analysis.
Atoms and positions in Å:
O 2.189243 0.286365 0.236967  -0.549
N 0.857789 0.287608 -0.184717  -0.137
C -0.026162 -0.097780 0.670262  0.134
N -1.369174 -0.069885 0.288859  -0.334
O -1.582940 -0.316900 -1.107321  -0.545
H 2.295840 -0.027346 1.146620  0.439
H 0.205357 -0.445347 1.711185  0.162
H -1.850852 -0.806828 0.762306  0.355
H -1.764102 0.586419 -1.407841  0.476

Force components x, y, z for each atom (eV/Å):
O -0.094 0.120 -0.327
N -0.499 -0.468 1.411
C 1.721 0.284 -0.973
N -0.078 -0.331 -0.138
O 0.132 0.755 0.796
H -0.376 -0.084 0.126
H -0.330 0.399 -0.856
H -0.516 -0.333 0.237
H 0.040 -0.343 -0.276